C12H14AuNO5Se | the ωB97M-V functional and the def2-TZVPD basis

Output
⟨S²⟩ ... 2.010
Molar mass ... 528.173 u
2S+1 ... 3
E_LUMO (spin up / spin down) ... 0.29 / -3.37 eV
Kohn-Sham gap (spin up / spin down) ... 8.56 / 6.16 eV

Atoms and positions in Å:
1 Au 12.1287 7.6941 5.6350
2 O 13.6147 12.1663 4.9164
3 C 13.7155 10.9141 5.5287
4 C 14.5564 9.8851 4.7542
5 N 13.6451 8.7454 4.3135
6 C 14.4750 7.5157 4.1086
7 C 14.8176 6.8781 5.4701
8 O 15.9586 6.5998 5.7207
9 O 13.7356 6.5943 6.2320
10 C 12.8545 9.2129 3.1496
11 C 11.4984 9.7540 3.5412
12 O 10.9777 10.7843 3.0791
13 O 10.8586 9.0147 4.5135
14 H 12.7119 12.2429 4.5717
15 H 12.7273 10.5180 5.7604
16 H 14.0966 11.0605 6.5492
17 H 15.2802 9.4460 5.4799
18 H 14.9847 10.4826 3.9764
19 H 15.3763 7.7484 3.5574
20 H 13.8350 6.8599 3.5091
21 H 12.6631 8.3937 2.5051
22 H 13.4059 9.9533 2.5738
23 Se 10.4091 7.3310 7.3619
24 C 9.6030 5.9488 6.3876
25 C 8.8281 6.2186 5.2358
26 C 8.3159 5.1429 4.5055
27 C 8.4096 3.8823 5.0415
28 C 9.0804 3.6152 6.2033
29 C 9.7322 4.6519 6.8720
30 H 8.7824 7.1910 4.7852
31 H 7.8046 5.3292 3.5656
32 H 7.9592 3.0907 4.4475
33 H 9.1226 2.5788 6.5103
34 H 10.2544 4.5169 7.8103